A 2-piece molecular cluster, C6H16 overall. Source: OMol25; level of theory: the ωB97M-V functional and the def2-TZVPD basis.

LUMO energy in eV: 1.059
HOMO-LUMO gap in eV: 12.007
2S+1: 1
Relative energy (zero: lowest compared OMol25 entry of this formula, charge and spin) in kcal/mol: 40.9

Last columns: bonded neighbours and bond lengths (Å).
Element x y z (Å)
1 C -0.648 -1.328 0.952  C4 1.437, H8 1.105, H20 1.124, C22 1.592
2 H 0.923 1.594 -3.135  C16 1.117
3 H 1.561 -0.039 -2.717  C16 1.100
4 C -1.601 -0.506 1.647  C1 1.437, H10 1.086, H12 1.145, H15 1.185
5 H -0.496 2.669 -1.558  C14 1.077
6 H 0.272 -3.318 0.896  C22 1.037
7 H -0.260 2.373 0.266  C14 1.143
8 H -0.908 -1.552 -0.098  C1 1.105
9 H 0.153 0.345 -0.558  C19 1.062
10 H -1.381 -0.197 2.665  C4 1.086
11 H 1.720 1.003 -0.290  C19 1.054
12 H -1.561 0.490 1.086  C4 1.145
13 H 0.201 -2.783 2.519  C22 1.079
14 C 0.205 2.430 -0.776  H5 1.077, H7 1.143, H18 1.172, C19 1.571
15 H -2.736 -0.845 1.617  C4 1.185
16 C 1.421 0.986 -2.343  H2 1.117, H3 1.100, C19 1.511, H21 1.067
17 H -1.098 -3.457 1.498  C22 1.070
18 H 0.876 3.386 -0.676  C14 1.172
19 C 0.883 1.021 -0.931  H9 1.062, H11 1.054, C14 1.571, C16 1.511
20 H 0.313 -0.765 0.802  C1 1.124
21 H 2.452 1.249 -2.422  C16 1.067
22 C -0.292 -2.756 1.559  C1 1.592, H6 1.037, H13 1.079, H17 1.070

Results of the Mulliken charge analysis, in e, for atoms 1 through 4:
1 C 0.131
2 H 0.292
3 H 0.352
4 C -0.794